{"formula": "C22H36F6N4O10Zr", "method": "ωB97M-V with the def2-TZVPD basis set", "elements": ["C", "C", "N", "C", "C", "N", "C", "C", "H", "H", "H", "H", "H", "H", "H", "H", "H", "H", "H", "C", "C", "N", "C", "C", "N", "C", "C", "H", "H", "H", "H", "H", "H", "H", "H", "H", "H", "H", "Zr", "C", "O", "O", "C", "F", "F", "F", "C", "C", "H", "H", "H", "H", "H", "H", "C", "O", "O", "C", "F", "F", "F", "C", "C", "H", "H", "H", "H", "H", "H", "O", "C", "O", "O", "H", "O", "C", "O", "O", "H"], "positions_angstrom": [[-36.58971, 29.11641, -18.71661], [-35.44348, 29.28170, -17.66784], [-35.95846, 29.44668, -16.30394], [-36.93656, 28.73059, -15.65411], [-37.00167, 29.05626, -14.34952], [-35.98698, 29.92657, -14.07789], [-35.36071, 30.17235, -15.32077], [-35.59025, 30.49516, -12.77412], [-36.62609, 29.54009, -19.72024], [-37.35631, 29.69832, -18.20493], [-37.00977, 28.11616, -18.61102], [-34.92659, 30.23058, -17.81116], [-34.73349, 28.45464, -17.66589], [-37.53566, 28.05634, -16.24813], [-37.66681, 28.75411, -13.55410], [-34.40407, 30.65497, -15.45611], [-34.71050, 31.13488, -12.84417], [-35.41184, 29.67853, -12.07456], [-36.40277, 31.09052, -12.35764], [-28.02900, 29.31699, -17.77203], [-28.96418, 28.26543, -18.49101], [-29.10329, 27.14931, -17.56343], [-28.38911, 25.96114, -17.71831], [-28.65940, 25.17944, -16.55559], [-29.51699, 25.95099, -15.76477], [-29.85978, 27.09501, -16.40855], [-30.06680, 25.57887, -14.47596], [-28.37893, 29.69933, -16.81315], [-27.75994, 30.23980, -18.28597], [-27.07951, 28.90240, -17.43337], [-28.71942, 28.07447, -19.53587], [-29.99156, 28.60943, -18.61045], [-27.76216, 25.85263, -18.59098], [-28.33073, 24.21127, -16.20772], [-30.53379, 27.88526, -16.11254], [-29.37649, 25.84800, -13.67650], [-30.26088, 24.50635, -14.48803], [-30.96740, 26.17465, -14.32743], [-34.72123, 24.45934, -16.46586], [-31.03260, 30.48091, -14.58382], [-30.27596, 29.48085, -13.81414], [-31.96633, 29.82544, -15.34657], [-31.42129, 31.94311, -13.84371], [-30.34607, 32.80090, -13.66785], [-32.36863, 32.63725, -14.56797], [-31.88526, 31.78302, -12.59676], [-30.35605, 29.31576, -12.43886], [-28.99524, 28.81288, -11.98348], [-28.23014, 29.45175, -12.42457], [-28.89222, 28.96730, -10.90941], [-28.86939, 27.75210, -12.20030], [-31.16556, 28.61644, -12.22969], [-30.65106, 30.16649, -11.82460], [-30.27656, 30.86332, -15.26957], [-34.21879, 25.86300, -19.79879], [-34.65771, 24.81567, -20.53558], [-34.66416, 25.40559, -18.51429], [-32.63202, 26.16586, -20.02186], [-32.39468, 27.02614, -21.09226], [-32.30065, 26.87089, -18.97872], [-31.73847, 25.18754, -20.19211], [-35.11748, 25.04592, -21.89293], [-35.49736, 23.66136, -22.39938], [-36.25852, 23.30620, -21.70468], [-36.03772, 23.63848, -23.34574], [-34.66396, 22.95979, -22.36264], [-34.35316, 25.39711, -22.58617], [-36.02887, 25.64346, -21.91285], [-34.81488, 26.72859, -20.08779], [-32.99478, 27.46592, -14.08836], [-33.66322, 26.59304, -14.81607], [-34.09313, 25.47832, -14.55186], [-33.94139, 26.62510, -16.00653], [-32.89337, 28.24751, -14.63649], [-34.49358, 20.89825, -14.06820], [-34.92556, 22.10860, -13.92474], [-34.97017, 22.79444, -14.97970], [-35.28377, 22.61150, -12.84003], [-34.60276, 20.52387, -13.19098]], "mulliken_charge": [-1.44, 0.11, 0.33, -0.32, -0.80, 0.20, -0.44, -0.84, 0.37, 0.46, 0.35, 0.38, 0.03, 0.53, 0.51, 0.44, 0.27, 0.36, 0.37, -1.00, -0.45, 0.47, -0.51, -0.56, 0.25, -0.44, -0.68, 0.12, 0.41, 0.36, 0.49, 0.17, 0.52, 0.54, 0.56, 0.25, 0.35, 0.17, 2.10, -0.01, -0.07, -0.70, 0.61, -0.29, -0.26, -0.25, -0.08, -1.13, 0.30, 0.41, 0.13, 0.13, 0.36, 0.01, 0.03, -0.35, -0.65, 0.67, -0.29, -0.18, -0.26, -0.13, -1.28, 0.31, 0.40, 0.31, 0.29, 0.31, 0.24, -0.08, 1.14, -1.04, -0.02, 0.05, -0.39, 0.57, -0.66, -0.52, 0.36], "relative_energy_kj_mol": 592.71, "total_energy_ev": -67398.842, "charge": 2, "fmax_ev_per_a": 10.28}

---

{"formula": "C22H36FNO3SSi", "method": "ωB97M-V with the def2-TZVPD basis set", "elements": ["C", "C", "C", "C", "C", "N", "C", "C", "O", "Si", "C", "C", "C", "S", "O", "O", "F", "H", "H", "H", "H", "H", "H", "H", "H", "H", "H", "H", "H", "H", "H", "H", "H", "H", "H", "H", "H", "H", "H", "H", "H", "C", "C", "C", "C", "C", "C", "H", "H", "H", "H", "H", "H", "C", "C", "C", "C", "C", "C", "H", "H", "H", "H", "H", "H"], "positions_angstrom": [[-4.19042, -4.26371, -1.16213], [-2.60959, -4.44989, -0.75577], [-2.28207, -5.94779, -0.13558], [-1.39113, -5.68631, 1.25533], [-2.45390, -5.18988, 2.44767], [-2.28310, -3.72513, 2.78442], [-3.58872, -3.03941, 3.12092], [-3.68640, -1.47244, 2.58070], [-2.47691, -0.67551, 2.83676], [-2.40650, 0.72155, 1.74429], [-0.71749, 1.67355, 2.04739], [-3.89729, 1.93759, 2.12670], [-2.36893, 0.22016, -0.13896], [-1.03503, -3.44025, 3.97207], [-0.21960, -4.68918, 4.38312], [-0.00360, -2.46002, 3.28828], [-1.58063, -2.59805, 5.38675], [-4.70389, -5.31256, -1.35268], [-4.77869, -3.67556, -0.33197], [-4.27505, -3.61956, -2.14926], [-2.33301, -3.61894, 0.05476], [-1.90512, -4.32575, -1.69446], [-1.72636, -6.65969, -0.89775], [-3.31976, -6.45560, 0.09169], [-0.93350, -6.72195, 1.55492], [-0.51059, -4.93107, 1.08757], [-3.52526, -5.47181, 2.02704], [-2.29049, -5.91905, 3.37859], [-4.49622, -3.60265, 2.58775], [-3.82859, -3.13435, 4.28654], [-4.57371, -0.96600, 3.19248], [-4.00506, -1.39153, 1.44630], [-0.71123, 1.92917, 3.19058], [0.13407, 0.87519, 1.85194], [-0.64242, 2.61447, 1.33969], [-3.98747, 2.77856, 1.29633], [-3.80951, 2.42307, 3.20639], [-4.93949, 1.37156, 2.11350], [-3.19457, -0.58450, -0.40996], [-1.27437, -0.12452, -0.37280], [-2.58160, 1.21568, -0.74489], [2.39004, 4.61036, -0.81346], [1.45768, 3.58223, -0.94940], [1.81991, 2.26795, -0.65579], [3.11699, 1.98072, -0.22997], [4.05205, 3.00759, -0.10295], [3.68880, 4.32245, -0.39294], [2.10557, 5.63522, -1.03586], [0.44760, 3.80556, -1.28367], [1.09203, 1.46741, -0.75857], [3.39877, 0.95725, 0.00133], [5.06468, 2.78319, 0.22319], [4.41692, 5.12288, -0.29164], [6.21326, 4.01051, -3.34409], [7.27418, 4.17853, -4.23349], [7.09214, 4.90913, -5.40730], [5.84684, 5.46868, -5.69428], [4.78337, 5.29281, -4.80937], [4.96636, 4.56538, -3.63369], [6.35723, 3.44687, -2.42632], [8.24398, 3.74038, -4.01123], [7.92012, 5.04274, -6.09856], [5.70538, 6.04012, -6.60743], [3.81115, 5.72377, -5.03569], [4.13815, 4.43041, -2.94306]], "mulliken_charge": [-0.94, 0.08, -0.75, -0.53, -0.72, 0.20, -0.85, -0.18, -0.36, 0.58, -0.72, -0.94, -0.77, 1.11, -0.56, -0.54, -0.30, 0.33, 0.16, 0.27, -0.11, 0.36, 0.31, 0.29, 0.30, 0.30, 0.33, 0.37, 0.36, 0.37, 0.22, 0.16, 0.31, 0.17, 0.16, 0.28, 0.26, 0.27, 0.25, 0.14, 0.30, -0.39, -0.49, -0.25, -0.62, -0.20, -0.57, 0.38, 0.38, 0.56, 0.38, 0.44, 0.38, -0.37, -0.41, -0.42, -0.34, -0.54, 0.08, 0.34, 0.35, 0.35, 0.35, 0.36, 0.26], "smiles": "CCCCCN(CCO[Si](C)(C)C)S(=O)(=O)F.c1ccccc1.c1ccccc1", "total_energy_ev": -52455.168, "fmax_ev_per_a": 8.95}

---

{"formula": "C22H36N2O2", "method": "ωB97M-V with the def2-TZVPD basis set", "elements": ["C", "C", "C", "C", "C", "C", "C", "C", "N", "C", "O", "C", "C", "N", "C", "O", "C", "C", "C", "C", "C", "C", "C", "C", "C", "C", "H", "H", "H", "H", "H", "H", "H", "H", "H", "H", "H", "H", "H", "H", "H", "H", "H", "H", "H", "H", "H", "H", "H", "H", "H", "H", "H", "H", "H", "H", "H", "H", "H", "H", "H", "H"], "positions_angstrom": [[0.53338, -2.92365, -6.42442], [1.35167, -2.79010, -5.14560], [1.69783, -1.33182, -4.85089], [2.61639, -1.15022, -3.64208], [1.93603, -1.49428, -2.31800], [2.83276, -1.18390, -1.12011], [2.09510, -1.17938, 0.21987], [1.59375, -2.55293, 0.67749], [0.33599, -2.94044, 0.07831], [-0.82056, -2.95648, 0.76167], [-0.90836, -2.71502, 1.95052], [-2.04582, -3.29415, -0.08420], [-2.47289, -2.05026, -0.87755], [-2.40143, -0.86987, -0.04947], [-1.46992, 0.09088, -0.26564], [-0.82130, 0.15092, -1.29644], [-1.33476, 1.07810, 0.83782], [-1.30304, 0.67795, 2.17059], [-1.14852, 1.61899, 3.16899], [-1.02986, 2.97830, 2.88367], [-0.88450, 3.97071, 4.02627], [-2.11394, 3.86189, 4.93962], [0.38575, 3.63598, 4.82086], [-0.77734, 5.41920, 3.54193], [-1.04206, 3.36021, 1.54673], [-1.18048, 2.42488, 0.53774], [1.09008, -2.53820, -7.27588], [0.28858, -3.96575, -6.61846], [-0.39458, -2.36190, -6.34167], [2.27434, -3.36761, -5.24361], [0.78135, -3.21143, -4.31572], [0.77741, -0.76802, -4.68431], [2.19020, -0.90944, -5.73057], [2.93795, -0.10682, -3.60699], [3.51048, -1.76732, -3.76713], [1.01661, -0.91227, -2.23063], [1.68708, -2.55779, -2.32181], [3.26489, -0.19072, -1.26276], [3.65998, -1.89814, -1.08044], [2.77605, -0.80262, 0.98578], [1.24987, -0.49228, 0.16217], [1.41500, -2.53916, 1.75534], [2.34334, -3.31923, 0.45290], [0.31452, -3.03155, -0.92453], [-1.83668, -4.12100, -0.76282], [-2.84468, -3.58870, 0.59831], [-1.80035, -1.86860, -1.72068], [-3.49082, -2.17823, -1.26065], [-2.84079, -0.92009, 0.85690], [-1.35528, -0.37018, 2.43048], [-1.11931, 1.27682, 4.19231], [-3.02035, 4.07696, 4.37728], [-2.20545, 2.86686, 5.36574], [-2.03729, 4.57623, 5.75659], [0.33627, 2.63785, 5.24666], [0.51647, 4.34713, 5.63380], [1.25846, 3.68727, 4.17315], [-0.68387, 6.08153, 4.40026], [-1.66502, 5.71337, 2.98664], [0.09969, 5.55880, 2.91430], [-0.93930, 4.39661, 1.26993], [-1.17870, 2.73212, -0.49756]], "mulliken_charge": [-1.37, -0.09, -0.66, -0.99, 0.43, -1.14, -0.10, -0.91, 0.03, 0.77, -0.69, -0.87, -0.77, -0.17, 0.41, -0.68, 1.19, -1.17, -0.97, 0.66, 2.16, -1.62, -1.62, -2.14, -0.20, -1.34, 0.34, 0.39, 0.33, 0.28, 0.12, 0.26, 0.40, 0.42, 0.34, 0.13, 0.10, 0.46, 0.28, 0.37, -0.09, 0.42, 0.32, 0.05, 0.34, 0.40, 0.32, 0.37, 0.31, 0.30, 0.35, 0.38, 0.33, 0.45, 0.32, 0.46, 0.38, 0.43, 0.44, 0.43, 0.45, 0.46], "relative_energy_kj_mol": 11.96, "smiles": "CCCCCCCCNC(=O)CCNC(=O)c1ccc(C(C)(C)C)cc1", "total_energy_ev": -30475.577, "fmax_ev_per_a": 0.75}